Entry 1:
Here is a cluster of 2 separate species, C4H6O3S in total at a distorted geometry from the OMol25 dataset. Energies are from ωB97M-V with the def2-TZVPD basis set.

Each line ends with the natural charge from an NBO analysis.
Atoms and positions in Å:
C 2.02670 0.44203 -2.42504  -0.731
C 0.83225 -0.41988 -0.46161  0.234
C -0.50392 0.07561 -0.34204  -0.031
C -1.00029 0.00768 1.09713  -0.646
O 1.10203 0.60231 -4.95601  -0.833
O -0.42469 1.35594 -3.08252  -0.863
O -0.24041 -1.26515 -0.80227  -0.476
S 0.77401 0.64269 -3.52940  1.959
H 2.54458 -0.56338 -2.60374  0.228
H 1.52114 -0.79812 0.28071  0.211
H -0.85509 0.57963 -1.19910  0.257
H -0.98466 1.06109 1.61104  0.230
H -0.30931 -0.77716 1.68721  0.222
H -2.05413 -0.21633 1.30911  0.238

For the frontier orbital gap, the calculation gives 0.29896 Ha. The calculation puts the largest force on an atom at 0.0789 hartree/bohr. The HOMO energy comes out at -9.339 eV. Its energy relative to the best compared isomer or geometry (same formula, charge and spin) is 7.8320 eV.

=====

Entry 2:
Here is a structure of composition C4H6O3Tl at a distorted geometry from the OMol25 dataset. Energies are from ωB97M-V with the def2-TZVPD basis set.

Each line ends with the Mulliken charge.
Atoms and positions in Å:
H 0.01386 0.35001 1.34649  0.526
O 1.03594 1.40089 -0.25902  -0.401
O 1.04169 -0.60531 -1.21670  -0.162
O 2.98773 0.37837 -0.73823  -0.292
C -0.42675 0.18772 0.36418  -0.418
C -0.07372 -0.80203 -0.56898  0.284
C 1.76912 0.56497 -0.80255  0.970
H -0.71922 -1.58596 -0.96912  0.458
Tl 4.62428 1.15699 -0.57150  1.166
H -1.60113 -0.23407 1.09294  0.420
C -2.33036 0.70514 0.17940  -0.853
H -2.63126 1.37906 0.98890  0.423
H -2.21756 1.29830 -0.73691  0.413
H -3.02242 -0.10375 -0.08590  0.467

For the frontier orbital gap (alpha / beta), the calculation gives 0.32415 / 0.21632 Ha. The calculation puts the largest force on an atom at 0.1629 hartree/bohr. The HOMO energy (alpha / beta) comes out at -24.787 / -23.185 eV. Its energy relative to the best compared isomer or geometry (same formula, charge and spin) is 3.4645 eV. The total charge is +3.

=====

Entry 3:
Here is the molecule C4H6O4 at a distorted geometry from the OMol25 dataset. Energies are from ωB97M-V with the def2-TZVPD basis set.

Each line ends with the natural charge from an NBO analysis.
Atoms and positions in Å:
O -1.39403 -1.31778 -1.99126  -0.597
C -1.42707 -0.43751 -1.16294  0.788
O -2.59898 -0.10776 -0.58603  -0.690
C -0.25734 0.39935 -0.77176  -0.507
C 0.30083 -0.22153 0.53174  -0.513
C 1.40044 0.62300 1.12009  0.794
O 1.45542 1.80771 1.26416  -0.573
O 2.46803 -0.15165 1.40664  -0.702
H -3.25952 -0.76831 -0.82789  0.500
H -0.69042 1.35580 -0.48173  0.257
H 0.48402 0.23054 -1.53737  0.252
H 0.72050 -1.22068 0.38553  0.242
H -0.50074 -0.50771 1.21615  0.249
H 3.29886 0.31653 1.43468  0.500

For the frontier orbital gap, the calculation gives 0.41250 Ha. As for the SMILES: O=C(O)CCC(=O)O. The calculation puts the largest force on an atom at 0.0437 hartree/bohr. The HOMO energy comes out at -10.650 eV. Its energy relative to the best compared isomer or geometry (same formula, charge and spin) is 0.4174 eV.

=====

Entry 4:
Here is a structure of composition C4H6OS at a distorted geometry from the OMol25 dataset. Energies are from ωB97M-V with the def2-TZVPD basis set.

Each line ends with the natural charge from an NBO analysis.
Atoms and positions in Å:
C 0.26860 0.43252 0.90540  -0.019
C 1.03500 1.58533 0.11716  -0.391
C -0.08768 1.22997 -0.89672  -0.517
C -0.27858 0.01179 -0.32346  -0.016
H -0.06072 -1.56714 1.33949  0.407
H -0.49634 0.98087 1.30544  0.199
H 2.16805 1.42032 0.05125  0.253
H 0.68339 2.72446 0.55403  0.199
H -0.78779 2.09874 -0.79260  0.266
H -0.02672 1.19157 -1.83969  0.237
O 1.03668 -0.55216 1.74317  -0.681
S -0.96234 -1.37432 -0.83609  0.064

For the frontier orbital gap, the calculation gives 0.31982 Ha. The calculation puts the largest force on an atom at 0.1489 hartree/bohr. The HOMO energy comes out at -9.440 eV. Its energy relative to the best compared isomer or geometry (same formula, charge and spin) is 6.8321 eV.

=====

Entry 5:
Here is a structure of composition C4H6OS at a distorted geometry from the OMol25 dataset. Energies are from ωB97M-V with the def2-TZVPD basis set.

Each line ends with the natural charge from an NBO analysis.
Atoms and positions in Å:
C -2.64445 0.55765 -0.27942  -0.480
C -1.27611 0.33410 0.05600  -0.353
C 1.21690 -0.85585 0.41732  -0.669
C 2.07842 0.05059 -0.42525  0.454
H -3.34033 -0.33586 -0.78731  0.247
H -3.03564 1.64164 0.20695  0.243
H -0.46677 1.14711 0.65881  0.256
H 1.81213 -1.78523 0.76114  0.253
H 0.99171 -0.17094 1.25871  0.248
H 3.09065 -0.63750 -0.99953  0.099
O 1.90357 1.27794 -0.41993  -0.530
S -0.33008 -1.22364 -0.44751  0.233

For the frontier orbital gap, the calculation gives 0.33420 Ha. The calculation puts the largest force on an atom at 0.0841 hartree/bohr. The HOMO energy comes out at -8.664 eV. Its energy relative to the best compared isomer or geometry (same formula, charge and spin) is 4.2071 eV.

=====

Entry 6:
Here is a cluster of 2 separate species, C4H6OS in total at a distorted geometry from the OMol25 dataset. Energies are from ωB97M-V with the def2-TZVPD basis set.

Each line ends with the natural charge from an NBO analysis.
Atoms and positions in Å:
C 0.88685 -1.18983 -1.37658  -0.301
C 0.98221 0.03240 -0.80082  -0.332
C 1.24894 0.29357 0.53289  0.377
O 1.10189 -0.43144 1.47737  -0.526
H 1.09854 -2.20318 -0.84795  0.216
H 0.95611 -1.19326 -2.51756  0.204
H 0.70517 0.84105 -1.41155  0.218
H 1.56405 1.31039 0.64995  0.106
C -2.11107 0.50977 1.18535  -0.426
S -1.32230 1.69424 0.42488  0.080
H -2.89167 0.83731 1.82759  0.187
H -2.21873 -0.50102 0.85643  0.195

For the frontier orbital gap, the calculation gives 0.29888 Ha. As for the SMILES: C=CC=O.C=S. The calculation puts the largest force on an atom at 0.0964 hartree/bohr. The HOMO energy comes out at -8.948 eV. Its energy relative to the best compared isomer or geometry (same formula, charge and spin) is 3.3932 eV.